--- 1 ---
Entry from the OMol25 dataset: 2 unconnected molecules or ions with the total composition H4O2 (ωB97M-V/def2-TZVPD).

Gap between HOMO and LUMO   12.68 eV
E_HOMO   -11.6294 eV
2S+1   1

Geometry (Å):
1 O 0.778 2.725 4.599
2 H 0.626 2.655 3.648
3 H 1.591 2.228 4.742
4 O -0.932 -2.666 -4.489
5 H -0.208 -2.775 -3.865
6 H -0.499 -2.651 -5.348

***

--- 2 ---
Entry from the OMol25 dataset: 2 unconnected molecules or ions with the total composition H4O2 (ωB97M-V/def2-TZVPD).

Gap between HOMO and LUMO   11.80 eV
E_HOMO   -11.0117 eV
2S+1   1

Geometry (Å):
1 O 0.324 0.668 1.059
2 H 0.927 0.480 1.858
3 H -0.283 1.135 1.589
4 O -0.536 -0.452 -1.503
5 H 0.253 -0.649 -0.934
6 H -0.686 -1.183 -2.069

***

--- 3 ---
Entry from the OMol25 dataset: 2 unconnected molecules or ions with the total composition H4O2 (ωB97M-V/def2-TZVPD).

Gap between HOMO and LUMO   11.66 eV
E_HOMO   -11.0615 eV
2S+1   1

Geometry (Å):
1 O -1.547 0.040 -0.077
2 H -1.421 -0.808 0.365
3 H -0.731 0.486 0.266
4 O 1.359 -0.071 0.007
5 H 1.351 0.869 0.148
6 H 2.303 -0.300 -0.220

***

The computed energies, referenced to the most stable structure and given in kcal/mol, are 1 0.0; 2 4.7; 3 2.1.

***

--- 1 ---
Entry from the OMol25 dataset: 2 unconnected molecules or ions with the total composition H4O2 (ωB97M-V/def2-TZVPD).

Gap between HOMO and LUMO   11.97 eV
E_HOMO   -11.1740 eV
2S+1   1

Geometry (Å):
1 O -0.113 0.309 -1.480
2 H -0.434 -0.633 -1.556
3 H -0.881 0.872 -1.646
4 O 0.189 -0.281 1.728
5 H 0.845 0.297 2.129
6 H 0.394 -0.563 0.825

***

--- 2 ---
Entry from the OMol25 dataset: 2 unconnected molecules or ions with the total composition H4O2 (ωB97M-V/def2-TZVPD).

Gap between HOMO and LUMO   12.29 eV
E_HOMO   -11.4734 eV
2S+1   1

Geometry (Å):
1 O 2.055 -1.096 -1.146
2 H 1.406 -0.645 -0.606
3 H 2.484 -0.397 -1.640
4 O -1.650 0.890 1.024
5 H -2.192 0.297 0.503
6 H -2.102 0.951 1.865

***

The computed energies, referenced to the most stable structure and given in kcal/mol, are 1 1.6; 2 0.0.

***

--- 1 ---
Entry from the OMol25 dataset: CH4N4 in the gas phase (ωB97M-V/def2-TZVPD).

Gap between HOMO and LUMO (alpha / beta)   8.99 / 8.99 eV
E_HOMO (alpha / beta)   -8.7007 / -8.7012 eV
2S+1   1

Geometry (Å):
1 H 2.761 1.207 0.600
2 N 2.335 0.701 -0.234
3 N 1.375 0.035 0.155
4 N 0.632 -0.890 0.101
5 N -0.653 -1.261 0.141
6 C -1.465 -0.138 -0.149
7 H -2.373 -0.447 -0.717
8 H -0.860 0.519 -0.675
9 H -1.751 0.272 0.778

***

--- 2 ---
Entry from the OMol25 dataset: CH4N4 in the gas phase (ωB97M-V/def2-TZVPD).

Gap between HOMO and LUMO   10.16 eV
E_HOMO   -8.9858 eV
2S+1   1

Geometry (Å):
1 C 0.529 -0.870 -0.162
2 N -0.961 -0.927 0.333
3 N -1.449 0.164 0.255
4 N -0.520 1.131 0.055
5 N 0.788 0.508 0.068
6 H 0.974 -1.768 0.163
7 H 0.241 -0.963 -1.254
8 H -0.837 2.045 -0.426
9 H 1.235 0.681 0.966

***

The computed energies, referenced to the most stable structure and given in kcal/mol, are 1 41.4; 2 0.0.